{"formula": "C35H34GeI2N8O4SSn", "method": "wB97M-V/def2-TZVPD", "elements": ["Sn", "O", "C", "O", "C", "C", "C", "C", "C", "N", "C", "O", "O", "H", "H", "H", "N", "C", "S", "N", "N", "C", "C", "C", "C", "C", "C", "C", "C", "C", "C", "C", "C", "N", "H", "H", "H", "H", "H", "H", "H", "H", "H", "H", "H", "C", "C", "N", "C", "C", "C", "C", "C", "C", "C", "C", "N", "C", "N", "H", "H", "H", "H", "H", "H", "H", "H", "H", "I", "I", "C", "Ge", "C", "C", "C", "H", "H", "H", "H", "H", "H", "H", "H", "H", "H", "H"], "coordinates": [[0.899, 0.247, 0.459], [3.388, -3.065, 2.160], [2.816, -2.030, 1.822], [2.231, -1.744, 0.736], [2.715, -0.899, 2.856], [3.356, -0.881, 4.083], [3.084, 0.163, 4.957], [2.139, 1.124, 4.616], [1.531, 1.022, 3.379], [1.863, 0.060, 2.528], [0.347, 1.863, 2.928], [-0.090, 2.729, 3.665], [-0.142, 1.489, 1.798], [4.034, -1.688, 4.320], [3.580, 0.209, 5.919], [1.841, 1.925, 5.277], [-2.921, 0.672, -2.578], [-2.209, 1.213, -1.503], [-2.885, 1.000, 0.058], [-1.123, 1.832, -1.880], [-0.246, 2.273, -0.908], [0.117, 3.493, -1.048], [-0.489, 4.360, -2.104], [-1.418, 5.328, -1.743], [-1.961, 6.175, -2.701], [-1.568, 6.063, -4.027], [-0.637, 5.097, -4.390], [-0.104, 4.246, -3.436], [1.213, 4.112, -0.248], [1.863, 5.241, -0.755], [2.936, 5.774, -0.064], [3.326, 5.187, 1.127], [2.613, 4.083, 1.563], [1.592, 3.555, 0.903], [-3.546, -0.066, -2.301], [-2.345, 0.475, -3.384], [-1.718, 5.411, -0.705], [-2.692, 6.920, -2.410], [-1.988, 6.723, -4.778], [-0.327, 5.003, -5.424], [0.612, 3.481, -3.712], [1.557, 5.674, -1.696], [3.469, 6.628, -0.464], [4.168, 5.558, 1.698], [2.891, 3.582, 2.486], [-2.617, -1.458, 3.727], [-1.723, -0.730, 2.960], [-0.776, -1.311, 2.221], [-0.744, -2.636, 2.167], [-1.663, -3.451, 2.824], [-2.587, -2.841, 3.658], [-1.704, -4.899, 2.531], [-2.119, -5.430, 1.378], [-2.650, -4.710, 0.202], [-2.721, -5.357, -1.030], [-3.215, -4.630, -2.096], [-3.605, -3.364, -1.987], [-3.487, -2.827, -0.772], [-3.051, -3.442, 0.322], [-3.352, -0.940, 4.329], [-1.775, 0.351, 2.902], [0.022, -3.072, 1.533], [-3.315, -3.439, 4.194], [-1.347, -5.582, 3.297], [-2.044, -6.505, 1.253], [-2.384, -6.378, -1.151], [-3.292, -5.077, -3.083], [-3.754, -1.778, -0.660], [3.118, 1.160, -0.884], [5.873, 2.132, -2.936], [0.934, -4.217, -0.770], [0.874, -2.525, -1.766], [-0.252, -2.884, -3.359], [2.657, -2.147, -2.456], [-0.104, -1.062, -0.891], [1.276, -4.989, -1.466], [-0.049, -4.514, -0.403], [1.634, -4.157, 0.063], [0.020, -3.842, -3.812], [-0.094, -2.098, -4.101], [-1.315, -2.902, -3.110], [2.952, -2.989, -3.088], [3.376, -2.028, -1.648], [2.670, -1.236, -3.055], [-1.021, -1.420, -0.419], [-0.413, -0.396, -1.699]], "lowdin_charge": [0.927, 0.024, -0.611, -0.200, -0.147, 0.013, -0.041, 0.009, -0.172, 0.065, -0.615, 0.064, -0.213, 0.116, 0.102, 0.117, 0.032, -0.980, 0.488, -0.033, 0.019, -0.210, -0.203, -0.026, -0.097, -0.114, -0.088, -0.029, -0.244, -0.001, -0.063, -0.064, -0.149, 0.091, 0.029, 0.072, 0.122, 0.092, 0.088, 0.096, 0.127, 0.111, 0.103, 0.096, 0.106, -0.044, -0.127, 0.076, -0.080, -0.222, -0.034, -0.034, -0.041, -0.284, -0.024, -0.152, 0.079, -0.184, 0.168, 0.101, 0.091, 0.108, 0.110, 0.108, 0.101, 0.107, 0.106, 0.067, 0.335, -0.784, -0.202, 0.750, -0.219, -0.244, -0.411, 0.016, -0.017, 0.009, 0.008, 0.015, -0.019, 0.015, -0.001, 0.002, -0.029, -0.024], "spin_multiplicity": 1, "homo_lumo_gap_ev": 5.3, "homo_ev": -1.7431, "total_energy_ev": -146346.70421, "relative_energy_kcal_mol": 42.8, "charge": -2, "max_force_ev_per_a": 0.55}